No. 1
C36H34AuN4O4Te | the ωB97M-V functional and the def2-TZVPD basis

Output
ΔE to the lowest compared entry with this formula, charge and spin: 2.8301 eV
net charge: 0
spin multiplicity: 2
calculated total energy: -2315.64842 a.u.
⟨S²⟩: 0.7551

```
80
Properties=species:S:1:pos:R:3:mulliken_charge:R:1
Au -0.45 1.79 -1.48 0.93
C 0.61 5.23 0.81 -1.60
C 0.67 4.32 -0.39 1.44
O -0.36 3.60 -0.53 -0.81
C 1.78 4.34 -1.28 0.09
C 2.80 5.32 -1.05 -1.12
C 3.89 5.45 -1.86 -0.86
C 4.02 4.57 -2.96 -0.37
C 3.09 3.62 -3.22 -0.61
C 1.92 3.46 -2.40 1.21
O 1.12 2.52 -2.75 -0.84
H -0.26 4.96 1.40 0.33
H 0.55 6.27 0.52 0.42
H 1.51 5.11 1.42 0.45
H 2.69 5.99 -0.21 0.33
H 4.63 6.21 -1.67 0.42
H 4.89 4.66 -3.60 0.39
H 3.19 2.94 -4.06 0.48
O -3.00 1.95 -1.59 -0.24
N -3.35 2.40 -2.67 -0.47
C -4.60 2.54 -2.97 0.50
C -5.60 2.18 -2.00 0.22
N -6.39 1.90 -1.21 -0.53
C -4.94 3.06 -4.25 0.09
N -5.24 3.48 -5.28 -0.50
C 5.73 -2.04 -1.73 -1.59
C 4.49 -1.76 -0.92 0.68
C 4.11 -0.46 -0.61 -0.99
C 2.97 -0.17 0.14 1.29
C 2.66 1.27 0.42 -1.63
C 2.19 -1.25 0.57 -0.01
Te 0.39 -0.54 1.77 0.65
N -0.42 0.00 -0.04 -0.05
C -0.61 -0.77 -1.07 1.06
O -0.73 -0.11 -2.20 -0.78
C -0.76 -2.23 -1.17 -0.07
C -1.60 -2.90 -0.28 -0.19
C -1.80 -4.26 -0.41 -0.74
C -1.14 -4.97 -1.41 -0.51
C -0.32 -4.30 -2.31 -0.69
C -0.14 -2.93 -2.20 -0.52
C -1.62 -0.98 2.59 -0.31
C -2.60 -0.02 2.37 1.29
C -2.39 1.24 1.57 -1.84
C -3.87 -0.25 2.93 -1.02
C -4.15 -1.36 3.69 0.49
C -5.52 -1.59 4.28 -1.58
C -3.13 -2.28 3.92 -0.94
C -1.86 -2.11 3.38 1.36
C -0.82 -3.15 3.68 -1.44
C 2.54 -2.57 0.30 1.27
C 1.77 -3.78 0.74 -0.94
C 3.69 -2.80 -0.46 -0.90
H 6.20 -1.12 -2.06 0.35
H 5.50 -2.64 -2.61 0.36
H 6.46 -2.59 -1.14 0.35
H 4.72 0.37 -0.97 0.31
H 3.35 1.92 -0.12 0.38
H 2.72 1.50 1.48 0.37
H 1.65 1.53 0.09 -0.04
H -2.14 -2.33 0.47 0.74
H -2.46 -4.78 0.28 0.47
H -1.29 -6.04 -1.50 0.39
H 0.17 -4.85 -3.10 0.40
H 0.48 -2.40 -2.91 0.54
H -1.39 1.64 1.69 0.30
H -3.11 2.00 1.90 0.60
H -2.55 1.06 0.51 0.26
H -4.64 0.49 2.76 0.42
H -6.20 -0.77 4.03 0.36
H -5.47 -1.67 5.36 0.37
H -5.96 -2.52 3.90 0.34
H -3.33 -3.16 4.53 0.37
H -1.20 -3.87 4.41 0.41
H 0.10 -2.72 4.09 0.32
H -0.54 -3.71 2.79 0.11
H 0.91 -3.52 1.33 -0.53
H 2.41 -4.44 1.34 0.61
H 1.43 -4.35 -0.13 0.28
H 3.97 -3.82 -0.69 0.45
```

No. 2
C36H34BiBrClF3N3O2Te | the ωB97M-V functional and the def2-TZVPD basis

Output
ΔE to the lowest compared entry with this formula, charge and spin: 1.5466 eV
net charge: -1
calculated total energy: -5523.53286 a.u.

```
82
Properties=species:S:1:pos:R:3:mulliken_charge:R:1
Bi 1.64 0.51 0.73 1.76
Cl -1.67 2.34 -4.95 -0.28
C -0.53 1.55 -3.89 0.18
C -0.60 0.17 -3.72 -0.72
C 0.28 -0.47 -2.87 -0.15
C 1.26 0.26 -2.18 -0.23
O 2.05 -0.32 -1.29 -0.89
C 1.34 1.65 -2.40 0.74
C 2.40 2.33 -1.64 -0.60
N 2.15 3.31 -0.86 -0.11
C 3.20 3.75 0.01 -0.06
C 3.31 5.11 0.19 -0.04
C 4.27 5.67 1.03 -0.95
C 5.11 4.80 1.71 -0.68
C 4.98 3.43 1.58 1.06
C 5.90 2.53 2.26 -0.96
C 5.79 1.21 2.15 -0.68
C 4.68 0.61 1.37 -0.41
N 3.85 1.49 0.63 -0.51
C 4.00 2.84 0.75 0.11
C 0.43 2.29 -3.23 -0.57
H -1.37 -0.39 -4.23 0.45
H 0.20 -1.53 -2.68 0.39
H 3.39 1.87 -1.67 0.49
H 2.62 5.74 -0.36 0.43
H 4.35 6.74 1.15 0.37
H 5.88 5.19 2.36 0.35
H 6.71 2.96 2.85 0.33
H 6.49 0.54 2.63 0.43
H 5.02 -0.23 0.77 0.57
H 0.48 3.36 -3.36 0.49
C -5.49 -3.36 -0.40 -1.74
C -4.41 -3.41 -1.48 2.04
C -4.85 -2.53 -2.66 -1.73
C -4.29 -4.85 -1.98 -2.10
C -3.09 -2.88 -0.92 -0.23
C -2.99 -1.55 -0.51 -0.40
C -1.82 -1.08 0.03 0.36
Br -1.77 0.74 0.55 -0.27
C -0.66 -1.86 0.23 0.74
O 0.40 -1.40 0.83 -0.91
C -0.75 -3.20 -0.24 -0.29
C -1.96 -3.66 -0.76 -0.42
C 0.42 -4.20 -0.22 2.04
C 1.79 -3.62 0.11 -1.72
C 0.55 -4.85 -1.61 -1.70
C 0.10 -5.30 0.80 -1.84
H -6.45 -3.71 -0.79 0.46
H -5.63 -2.35 -0.02 0.33
H -5.21 -3.99 0.45 0.36
H -5.77 -2.92 -3.11 0.46
H -4.08 -2.51 -3.43 0.36
H -5.04 -1.51 -2.36 0.32
H -5.24 -5.17 -2.39 0.45
H -4.02 -5.53 -1.17 0.36
H -3.53 -4.94 -2.76 0.40
H -3.82 -0.87 -0.61 0.39
H -2.00 -4.69 -1.07 0.23
H 2.05 -2.79 -0.54 0.20
H 2.53 -4.42 -0.03 0.49
H 1.86 -3.27 1.14 0.24
H 0.78 -4.09 -2.36 0.29
H -0.35 -5.37 -1.93 0.38
H 1.37 -5.57 -1.60 0.49
H 0.00 -4.87 1.80 0.37
H 0.90 -6.04 0.83 0.48
H -0.83 -5.82 0.56 0.28
F -3.60 5.84 2.59 -0.26
C -2.84 5.40 3.61 0.78
F -3.68 4.83 4.49 -0.28
F -2.34 6.49 4.21 -0.25
C -1.75 4.47 3.15 0.44
C -1.44 3.32 3.86 -0.79
C -0.41 2.53 3.40 -0.31
N 0.30 2.81 2.31 0.01
C 0.00 3.91 1.63 0.14
C -1.02 4.77 2.01 -1.16
H -2.00 3.04 4.75 0.44
H -0.14 1.61 3.92 0.37
H 0.57 4.10 0.73 0.38
H -1.25 5.65 1.42 0.43
Te 3.29 -0.64 2.71 -0.45
```

No. 3
C36H34Cl2IN6O5SZr | the ωB97M-V functional and the def2-TZVPD basis

Output
ΔE to the lowest compared entry with this formula, charge and spin: 20.8653 eV
net charge: -1
calculated total energy: -3759.89595 a.u.

```
86
Properties=species:S:1:pos:R:3:mulliken_charge:R:1
Zr 0.13 -0.02 1.12 0.12
C 4.48 1.99 0.12 -0.92
C 4.36 0.53 -0.15 0.27
N 5.35 -0.08 -0.75 -0.70
C 5.28 -1.41 -0.98 -1.03
C 4.24 -2.19 -0.56 1.42
C 4.31 -3.67 -0.80 -1.05
O 4.64 -4.42 0.37 -0.56
C 3.14 -1.57 0.10 0.13
C 2.09 -2.42 0.59 -0.32
N 1.18 -2.07 1.44 -0.17
C 0.06 -2.94 1.58 0.56
C -0.78 -2.79 0.32 0.79
C -1.93 -3.76 0.32 -0.95
C -2.40 -4.31 1.43 -1.11
C -1.87 -3.98 2.79 0.64
C -0.46 -3.44 2.70 -1.59
I 0.72 -3.61 4.42 0.07
C 3.15 -0.15 0.26 0.26
O 2.16 0.56 0.67 -0.43
H 5.42 2.35 -0.29 0.39
H 4.44 2.18 1.19 0.12
H 3.64 2.54 -0.31 0.25
H 6.13 -1.85 -1.49 0.32
H 5.09 -3.88 -1.52 0.40
H 3.37 -4.05 -1.23 0.34
H 4.21 -4.02 1.13 0.45
H 2.11 -3.46 0.26 0.76
H -0.14 -3.04 -0.54 0.37
H -2.37 -4.01 -0.64 0.38
H -3.24 -5.01 1.40 0.40
H -1.83 -4.90 3.38 0.66
C -3.02 2.87 -4.03 -1.04
C -1.98 3.63 -3.21 -0.63
N -2.00 3.27 -1.79 0.22
C -2.66 4.20 -0.87 -0.61
C -4.15 3.94 -0.71 -1.05
C -1.45 2.11 -1.38 0.38
S -1.73 1.66 0.27 -0.20
N -0.83 1.43 -2.36 -0.19
C 0.02 0.43 -2.14 -0.45
O 0.48 0.04 -1.05 0.17
C 0.55 -0.23 -3.37 0.21
C 1.64 -1.10 -3.26 0.32
C 2.16 -1.72 -4.39 -0.83
C 1.59 -1.49 -5.63 -0.47
C 0.50 -0.63 -5.75 -0.71
C -0.01 0.00 -4.62 -0.29
H -2.89 3.10 -5.09 0.33
H -4.03 3.14 -3.74 0.35
H -2.89 1.80 -3.89 0.21
H -2.18 4.71 -3.26 0.40
H -0.98 3.45 -3.60 0.44
H -2.49 5.20 -1.25 0.41
H -2.17 4.12 0.10 0.20
H -4.68 4.07 -1.66 0.33
H -4.58 4.64 0.01 0.43
H -4.32 2.93 -0.35 0.24
H 2.08 -1.26 -2.29 0.27
H 3.01 -2.38 -4.29 0.45
H 1.99 -1.97 -6.51 0.37
H 0.06 -0.44 -6.72 0.41
H -0.84 0.69 -4.70 0.40
O -1.71 -0.13 6.44 -0.59
C -1.31 -0.20 5.31 0.09
C -2.92 -3.08 3.54 -1.22
C -3.13 -1.67 2.95 -1.07
C -1.88 -0.92 3.05 0.42
O -1.13 -1.44 0.27 -0.58
N 0.65 -0.29 3.57 -0.30
H -2.62 -2.99 4.59 0.46
H -3.86 -3.64 3.51 0.58
H -3.97 -1.17 3.43 0.46
H -3.35 -1.77 1.88 0.16
Cl 2.59 3.59 2.43 -0.29
C 0.92 3.17 2.71 0.14
C 0.00 4.19 2.68 -0.72
C -1.33 3.92 3.04 -0.70
C -1.71 2.64 3.35 -0.51
C -0.77 1.61 3.28 0.39
Cl -0.90 -0.09 3.72 1.20
C 0.58 1.84 3.00 0.13
N 1.46 0.77 3.21 -0.68
H 0.33 5.19 2.45 0.47
H -2.07 4.72 3.09 0.42
H -2.73 2.41 3.65 0.43
```

No. 4
C36H34CoNO3P2S6Sb | the ωB97M-V functional and the def2-TZVPD basis

Output
ΔE to the lowest compared entry with this formula, charge and spin: 0.0000 eV
net charge: -2
spin multiplicity: 2
calculated total energy: -6367.80451 a.u.
⟨S²⟩: 0.8743

```
84
Properties=species:S:1:pos:R:3:mulliken_charge:R:1
Co -2.14 0.49 0.90 0.58
O 0.16 0.44 1.48 0.76
P 1.62 0.27 1.49 -0.08
C 2.53 1.28 0.25 -1.46
P 1.94 0.97 -1.46 0.46
O 0.59 0.40 -1.56 -0.20
C 3.18 -0.11 -2.22 0.41
C 2.66 -1.19 -2.93 -0.60
C 3.51 -2.04 -3.63 -0.63
C 4.88 -1.81 -3.62 -0.46
C 5.40 -0.74 -2.90 -0.67
C 4.55 0.11 -2.21 -0.19
C 2.06 2.59 -2.26 0.32
C 0.98 2.96 -3.05 -0.42
C 0.97 4.19 -3.70 -0.66
C 2.05 5.05 -3.56 -0.41
C 3.14 4.68 -2.77 -0.71
C 3.14 3.46 -2.12 -0.15
C 2.18 -1.43 1.25 0.51
C 1.23 -2.40 1.60 -0.25
C 1.55 -3.74 1.47 -0.70
C 2.80 -4.12 1.00 -0.50
C 3.74 -3.15 0.65 -0.78
C 3.43 -1.81 0.77 -0.05
C 2.28 0.90 3.05 0.53
C 1.54 1.91 3.65 -0.39
C 2.00 2.50 4.82 -0.73
C 3.19 2.07 5.39 -0.38
C 3.92 1.04 4.81 -0.63
C 3.46 0.45 3.63 -0.39
H 3.61 1.13 0.34 0.63
H 2.28 2.30 0.52 0.66
H 1.59 -1.35 -2.91 0.54
H 3.10 -2.88 -4.17 0.41
H 5.54 -2.47 -4.16 0.38
H 6.47 -0.57 -2.89 0.39
H 4.96 0.94 -1.65 0.23
H 0.12 2.29 -3.10 0.39
H 0.12 4.48 -4.30 0.41
H 2.05 6.01 -4.05 0.36
H 3.97 5.37 -2.64 0.39
H 3.98 3.18 -1.50 0.25
H 0.24 -2.09 1.94 -0.33
H 0.81 -4.49 1.73 0.49
H 3.05 -5.17 0.90 0.37
H 4.71 -3.45 0.27 0.40
H 4.16 -1.06 0.48 0.40
H 0.58 2.20 3.21 0.22
H 1.42 3.27 5.30 0.42
H 3.55 2.52 6.31 0.35
H 4.83 0.68 5.27 0.38
H 4.01 -0.37 3.18 0.30
S -2.76 2.19 -0.97 -0.43
C -2.94 0.63 -1.56 0.47
N -2.51 -0.43 -0.92 0.66
C -2.82 -1.62 -1.55 -0.75
C -2.49 -2.90 -1.11 -0.38
C -2.89 -4.00 -1.86 -0.72
C -3.61 -3.85 -3.05 -0.42
C -3.93 -2.58 -3.51 -0.47
C -3.53 -1.48 -2.76 0.98
S -3.80 0.21 -3.07 -0.45
H -1.94 -3.01 -0.18 0.17
H -2.65 -5.00 -1.51 0.38
H -3.92 -4.72 -3.61 0.35
H -4.48 -2.44 -4.43 0.35
S -4.87 0.48 4.86 -0.80
Sb -2.60 0.85 4.68 0.17
S -2.26 1.97 2.54 -0.68
S -2.27 -1.48 1.98 -0.49
S -1.63 -1.37 3.93 -0.47
C -6.85 1.05 1.62 -0.43
C -6.92 -0.33 0.97 -0.61
C -5.47 -0.79 1.16 -0.39
O -4.68 0.39 1.00 0.43
C -5.51 1.56 1.11 -0.51
H -6.81 0.95 2.70 0.13
H -7.68 1.72 1.34 0.34
H -7.16 -0.25 -0.09 0.29
H -7.63 -1.01 1.45 0.33
H -5.14 -1.53 0.43 0.16
H -5.32 -1.18 2.16 0.21
H -5.60 2.02 0.12 0.27
H -5.02 2.26 1.79 0.12
```

No. 5
C36H34FI2N6O4PdS | the ωB97M-V functional and the def2-TZVPD basis

Output
ΔE to the lowest compared entry with this formula, charge and spin: 1.2354 eV
net charge: +3
spin multiplicity: 5
calculated total energy: -3242.14273 a.u.
⟨S²⟩: 6.0411

```
85
Properties=species:S:1:pos:R:3:mulliken_charge:R:1
Pd 0.84 -2.03 1.70 1.31
I -0.58 -2.85 9.31 0.32
C -0.44 -3.00 7.31 -0.40
C -0.24 -4.29 6.76 -0.51
C -0.17 -4.45 5.37 -0.18
I 0.20 -6.27 4.63 0.19
C -0.31 -3.32 4.46 0.10
O -0.28 -3.49 3.23 -0.33
C -0.45 -2.01 5.08 0.79
C -0.56 -0.78 4.21 -1.32
N 0.64 -0.55 3.38 -0.16
C 1.88 -0.41 4.15 -1.29
C 2.70 -1.69 4.18 1.07
C 3.72 -1.85 5.10 -0.98
C 4.54 -2.96 5.00 -0.42
C 4.33 -3.87 3.97 -0.87
C 3.28 -3.64 3.10 -0.90
N 2.47 -2.58 3.22 1.03
C -0.52 -1.89 6.45 -0.37
H -0.15 -5.15 7.41 0.41
H -1.41 -0.91 3.53 0.36
H -0.76 0.08 4.85 0.53
H 0.47 0.24 2.78 0.35
H 2.49 0.37 3.68 0.56
H 1.68 -0.08 5.18 0.51
H 3.89 -1.11 5.87 0.54
H 5.36 -3.10 5.69 0.47
H 4.97 -4.73 3.83 0.48
H 3.08 -4.29 2.26 0.55
H -0.66 -0.91 6.88 0.45
C 2.34 3.80 -3.52 -1.01
C 1.74 2.44 -3.84 -1.09
N 1.19 1.79 -2.64 0.22
C 2.01 1.03 -1.91 -0.57
C 1.65 0.31 -0.79 -0.03
C 2.80 -0.45 -0.16 0.07
O 3.92 -0.26 -0.60 -0.66
O 2.57 -1.28 0.81 -0.42
C 0.30 0.36 -0.35 1.75
O -0.20 -0.29 0.61 -1.08
C -0.57 1.27 -1.10 0.86
C -1.90 1.44 -0.70 -0.46
C -2.73 2.28 -1.38 0.03
F -4.01 2.37 -0.98 -0.33
C -2.30 3.02 -2.51 -1.38
C -0.98 2.85 -2.90 -0.66
C -0.12 1.96 -2.23 -0.02
N -3.12 3.91 -3.22 0.22
C -4.40 4.39 -2.69 -0.67
C -4.91 5.52 -3.59 -0.80
N -3.73 6.22 -4.19 -0.14
C -3.02 5.33 -5.19 -0.74
C -3.11 3.89 -4.67 -0.71
H 2.74 4.26 -4.43 0.40
H 3.15 3.71 -2.80 0.35
H 1.59 4.47 -3.10 0.32
H 2.49 1.76 -4.24 0.47
H 0.95 2.50 -4.59 0.52
H 3.04 0.96 -2.24 0.69
H -2.28 0.88 0.14 0.63
H -0.60 3.44 -3.72 0.83
H -4.25 4.77 -1.68 0.52
H -5.18 3.63 -2.65 0.39
H -5.50 6.25 -3.04 0.40
H -5.50 5.16 -4.43 0.37
H -3.07 6.46 -3.45 0.38
H -4.01 7.10 -4.64 0.35
H -2.00 5.69 -5.26 0.42
H -3.52 5.46 -6.15 0.38
H -2.26 3.32 -5.05 0.52
H -4.01 3.39 -5.06 0.33
S -1.76 -4.88 -1.00 -0.17
C -1.06 -4.08 0.33 -0.43
N 0.02 -3.39 0.10 0.31
C 0.40 -3.51 -1.23 -0.42
C 1.56 -2.99 -1.81 -0.60
C 1.79 -3.23 -3.14 -0.76
C 0.89 -3.98 -3.91 -0.60
C -0.24 -4.53 -3.35 -0.52
C -0.47 -4.29 -2.00 0.79
H -1.53 -4.12 1.30 0.44
H 2.28 -2.46 -1.20 0.65
H 2.70 -2.86 -3.60 0.50
H 1.11 -4.16 -4.96 0.44
H -0.92 -5.13 -3.94 0.44
```